A molecular structure, C35H69BClFMoN6OSi3. Source: the Open Molecules 2025 dataset; level of theory: wB97M-V/def2-TZVPD.

The geometry in XYZ format:
```
118
Properties=species:S:1:pos:R:3
Mo 0.271 0.137 0.093
Cl -1.368 2.223 -2.063
Si 3.491 0.216 -2.170
Si 3.550 -0.779 0.740
Si 1.646 -2.038 -1.472
F 1.467 0.477 1.558
O 0.143 -1.883 -0.641
N -0.768 -1.384 2.187
N -1.620 -0.453 2.726
N -2.310 -0.079 -0.295
N -0.979 1.988 1.955
N -2.768 0.683 0.741
N -0.157 2.173 0.872
C 1.483 4.088 0.222
C -2.224 -0.944 3.833
C -0.853 -2.462 2.981
C -1.222 -4.914 3.004
C -4.752 2.088 1.376
C -1.733 3.214 4.009
C 1.878 3.414 -1.074
C 1.037 5.522 -0.093
C 2.373 -0.497 -0.771
C 2.716 4.131 1.133
C -4.205 -2.184 -2.171
C 2.433 -3.694 -1.133
C 4.522 -1.161 -2.973
C -3.299 -0.086 -1.212
C -0.965 3.080 2.738
C -0.099 0.965 -1.834
C -4.289 -0.087 -3.504
C -0.147 -3.816 2.922
C -3.439 -0.891 -2.505
C -0.944 -2.814 -0.594
C 4.241 0.726 1.639
C 1.129 -2.120 -3.273
C 2.731 1.028 -3.701
C 0.710 -4.098 1.681
C 5.139 -1.666 0.197
C 2.972 -1.865 2.166
C 0.385 3.398 1.009
C -3.246 -0.237 4.660
C 0.745 -3.921 4.172
C -0.130 4.000 2.161
C -1.748 -2.210 4.033
C -4.363 0.701 -0.758
C -2.150 -1.249 -3.237
C 4.807 1.450 -1.639
C -3.989 1.175 0.475
B -2.052 0.877 2.086
H -5.045 1.596 2.304
H -1.793 -4.860 3.931
H 0.902 6.116 0.811
H 0.527 -1.272 -3.591
H 5.577 1.014 -1.006
H -3.495 -0.866 5.514
H 1.971 -2.201 -3.955
H 0.169 -3.781 5.086
H 2.211 2.396 -0.884
H -5.149 -1.953 -1.677
H -2.890 0.721 5.035
H 1.924 0.473 -4.175
H 4.989 -2.560 -0.405
H 2.713 3.963 -1.516
H 5.261 -0.667 -3.610
H -1.924 -4.837 2.171
H 2.399 2.053 -3.537
H 3.047 3.120 1.360
H -1.524 2.382 4.681
H -4.162 -0.052 4.098
H 0.746 1.299 -2.401
H 5.830 -1.009 -0.332
H -2.809 3.244 3.836
H -4.422 -2.734 -3.090
H 3.530 4.664 0.636
H -2.022 -2.870 4.838
H 3.944 -1.815 -3.623
H -5.325 0.008 -3.183
H 3.489 -1.470 3.046
H -4.293 -0.602 -4.466
H -0.506 0.080 -2.313
H -1.423 -1.749 -2.604
H 1.802 6.011 -0.699
H -0.744 -5.895 2.959
H 1.909 -1.816 2.379
H 1.535 -3.170 4.149
H 1.715 -4.499 -1.311
H -0.808 -3.563 -1.375
H -2.393 -1.934 -4.053
H 1.209 -4.909 4.208
H -2.856 1.329 2.830
H -1.437 4.136 4.505
H 3.554 1.074 -4.421
H -1.693 -0.363 -3.679
H 4.409 2.330 -1.140
H -5.293 0.903 -1.256
H 5.296 1.780 -2.561
H 3.521 1.102 2.365
H 5.103 0.345 2.195
H 2.498 4.635 2.075
H 0.953 -3.196 1.137
H 5.067 -1.785 -2.272
H 3.283 -2.903 2.051
H 0.101 5.529 -0.653
H 0.105 4.976 2.546
H -4.165 2.969 1.636
H 2.838 -3.808 -0.131
H 1.062 3.399 -1.788
H -0.979 -3.286 0.378
H 1.648 -4.570 1.972
H -3.874 0.911 -3.649
H 3.249 -3.823 -1.850
H 5.639 -1.976 1.120
H -3.637 -2.841 -1.512
H -5.654 2.417 0.863
H 4.589 1.552 1.031
H -1.866 -2.268 -0.738
H 0.528 -3.025 -3.407
H 0.208 -4.787 1.001
```

## Properties
E in Ha: -3300.60710
ΔE to the lowest compared entry with this formula, charge and spin in kcal/mol: 6.3
Spin multiplicity: 3
HOMO energy (alpha / beta) in eV: -8.269 / -8.633
⟨S²⟩: 2.027